# C55H68Cl3N5O8

A cluster of 9 separate species, C55H68Cl3N5O8 in total (ωB97M-V with the def2-TZVPD basis set, the Open Molecules 2025 dataset).

```
139
Properties=species:S:1:pos:R:3:forces:R:3:lowdin_charge:R:1
C 9.970 9.028 10.272 -0.62 -1.56 0.45 -0.10
C 9.094 7.802 10.209 -0.69 -0.12 1.40 -0.28
C 9.232 7.023 8.911 1.46 2.06 0.30 -0.23
C 8.272 5.941 8.889 -0.57 -1.37 -1.99 -0.11
N 8.589 4.876 7.775 0.24 -0.52 0.72 -0.19
C 7.483 3.767 7.811 0.22 0.31 -0.26 -0.07
C 8.217 2.429 8.164 -1.47 0.36 -1.61 -0.13
C 9.617 2.647 7.703 1.28 1.98 0.29 -0.16
C 9.892 4.108 8.122 -0.85 -0.39 0.70 -0.09
C 8.739 5.468 6.349 0.24 -0.10 1.57 0.03
H 10.921 8.534 10.072 0.66 1.41 -0.46 0.08
H 9.907 9.303 11.325 0.34 0.79 -0.26 0.08
H 9.476 9.710 9.581 1.09 0.56 -0.05 0.07
H 8.108 8.145 10.524 -0.73 -0.28 -0.93 0.12
H 9.311 7.216 11.101 0.41 -0.73 -0.27 0.12
H 10.277 6.736 8.795 0.17 -0.45 0.30 0.11
H 9.103 7.718 8.082 -0.31 0.10 -0.18 0.10
H 7.347 6.415 8.562 -0.51 -0.61 0.40 0.14
H 8.218 5.447 9.859 -0.40 -0.42 -0.24 0.13
H 7.028 3.922 6.832 0.30 -1.18 -0.34 0.09
H 6.621 3.990 8.439 0.66 0.30 0.80 0.10
H 7.764 1.643 7.560 -0.22 -0.11 0.14 0.11
H 8.171 2.124 9.209 -0.22 0.54 0.08 0.11
H 9.816 2.733 6.635 -0.36 -1.33 -0.20 0.10
H 10.292 2.013 8.278 0.30 -0.12 -0.61 0.13
H 10.767 4.560 7.654 -0.20 0.16 0.08 0.10
H 9.959 4.084 9.210 0.12 0.56 0.05 0.14
H 9.543 6.201 6.418 -0.32 0.26 -0.07 0.08
H 7.782 5.890 6.042 0.18 0.08 0.06 0.10
H 9.086 4.721 5.635 -0.35 -0.38 0.32 0.09
Cl 6.945 3.457 12.063 -1.87 -0.24 -2.23 0.66
O 6.186 3.260 10.809 -0.59 0.12 0.85 -0.43
O 8.156 2.690 11.769 0.02 0.50 1.90 -0.39
O 7.171 4.872 12.183 1.25 0.64 0.05 -0.39
O 6.150 3.092 13.232 1.36 -0.83 -1.02 -0.36
Cl 12.130 10.936 7.146 0.48 -0.50 0.18 0.60
C 10.658 11.851 6.939 -1.04 1.90 0.52 -0.70
C 10.287 12.624 8.267 0.65 -0.91 -1.58 -0.64
Cl 8.763 13.524 8.046 -0.09 -0.44 0.05 0.55
H 9.817 11.209 6.676 0.24 -0.14 0.00 0.03
H 10.843 12.575 6.145 -0.13 -0.12 -0.04 0.06
H 11.006 13.410 8.498 0.20 -0.58 0.21 0.06
H 10.230 11.790 8.966 -0.31 0.75 0.69 0.04
C 15.948 6.742 9.029 0.08 -1.39 -1.44 -0.11
C 15.835 7.686 7.809 -0.05 0.55 2.05 -0.25
C 14.401 8.212 7.623 0.38 -0.04 -1.78 -0.21
C 13.449 7.190 7.096 0.40 0.51 1.30 -0.21
N 12.759 6.376 6.673 -0.14 -0.02 -0.08 0.14
H 16.979 6.395 9.107 0.17 0.42 0.44 0.07
H 15.454 5.807 8.766 -0.44 -0.12 0.17 0.06
H 15.541 7.064 9.987 0.16 0.43 -0.24 0.08
H 16.319 7.289 6.917 -0.38 -0.16 0.03 0.11
H 16.418 8.546 8.137 0.08 0.36 -0.51 0.10
H 14.401 8.926 6.799 0.23 0.24 -0.19 0.09
H 14.120 8.852 8.459 -0.62 -0.79 0.29 0.11
C 0.698 5.631 8.000 -1.28 -0.25 1.16 -0.13
C 2.018 4.956 8.322 0.00 -0.45 -0.20 -0.23
C 2.175 3.744 7.332 0.55 1.60 0.00 -0.16
C 3.542 3.282 7.022 -2.22 0.35 1.02 -0.20
N 4.556 2.855 6.746 1.74 -0.47 -0.55 0.16
H 0.439 5.828 6.960 0.70 0.47 -0.06 0.07
H 0.527 6.470 8.674 0.32 0.56 -0.50 0.07
H -0.154 5.025 8.308 0.05 -0.68 0.05 0.07
H 2.044 4.666 9.372 -0.14 -0.34 -0.06 0.11
H 2.813 5.701 8.270 0.29 -0.25 -0.57 0.09
H 1.842 4.221 6.411 -0.18 -0.52 -0.36 0.10
H 1.498 2.926 7.578 0.24 -0.01 0.03 0.13
C 10.867 9.763 3.058 -0.73 -2.27 -1.07 -0.11
C 9.911 10.903 3.210 0.15 1.09 1.36 -0.23
C 8.438 10.475 3.518 -0.01 1.38 -1.80 -0.17
C 8.291 9.754 4.725 0.34 -2.42 3.86 -0.21
N 8.248 9.240 5.781 0.21 1.17 -2.74 0.18
H 11.519 9.783 2.185 0.48 0.69 0.41 0.08
H 10.229 8.945 2.725 -0.09 -0.59 0.05 0.07
H 11.349 9.340 3.939 0.16 0.59 0.07 0.07
H 10.054 11.597 2.382 -0.81 -0.12 -0.15 0.11
H 10.239 11.475 4.077 -0.10 0.28 0.08 0.08
H 7.958 9.993 2.667 0.25 -0.55 0.04 0.13
H 7.742 11.298 3.686 0.31 0.72 -0.17 0.13
C 3.668 9.951 8.711 0.74 -1.79 -0.17 -0.08
C 4.475 8.783 8.000 -0.70 0.94 -0.42 -0.23
C 5.498 9.193 6.925 0.19 1.07 -0.06 -0.22
C 5.016 10.234 5.957 -0.26 -1.35 0.93 -0.23
N 4.561 11.064 5.311 0.09 0.27 -0.37 0.13
H 4.369 10.652 9.163 -0.12 0.09 -0.06 0.07
H 3.164 9.397 9.503 -0.21 0.44 0.27 0.06
H 2.904 10.466 8.129 0.35 -0.10 -0.29 0.07
H 3.826 8.060 7.506 -0.53 0.21 0.06 0.09
H 4.952 8.180 8.773 0.39 0.25 0.02 0.10
H 5.889 8.317 6.408 -0.14 0.15 -0.20 0.09
H 6.376 9.695 7.330 0.07 -0.24 0.43 0.08
C 11.945 -4.300 1.141 -0.76 -0.79 -1.10 -0.08
C 10.930 -4.763 0.277 -0.75 0.62 1.43 -0.03
C 9.586 -4.476 0.630 0.80 0.09 -0.67 0.01
C 9.220 -3.730 1.778 2.24 -0.17 -1.73 -0.09
C 10.287 -3.261 2.569 -0.47 0.47 -0.12 -0.07
C 11.638 -3.550 2.230 -0.87 -0.09 0.86 -0.03
C 9.972 -2.401 3.763 1.23 -0.74 0.83 -0.26
O 10.922 -2.138 4.486 -1.15 0.60 -0.02 0.10
C 8.524 -2.055 4.068 1.67 0.25 -1.46 -0.09
C 8.160 -1.284 5.161 1.41 -0.76 -0.79 -0.03
C 6.856 -1.037 5.443 -0.94 0.52 2.09 -0.07
C 5.784 -1.405 4.639 2.04 -1.72 -1.91 -0.02
C 6.223 -2.073 3.478 0.06 -0.95 -0.43 0.01
C 7.574 -2.448 3.141 -2.63 1.28 0.99 -0.08
C 7.816 -3.329 1.965 -2.20 -2.15 0.66 -0.26
O 6.859 -3.907 1.402 2.35 1.68 0.66 0.08
H 12.993 -4.536 1.030 0.01 -0.15 -0.54 0.11
H 11.196 -5.341 -0.596 -0.27 0.01 -0.11 0.10
H 8.806 -4.727 -0.073 -0.17 -0.26 0.10 0.11
H 12.534 -3.344 2.797 -0.62 0.79 0.77 0.12
H 8.945 -0.960 5.829 0.00 -0.02 0.14 0.13
H 6.810 -0.705 6.469 -1.05 0.67 0.03 0.11
H 4.719 -1.496 4.794 0.09 0.80 0.64 0.11
H 5.459 -2.533 2.868 -0.07 0.18 -0.39 0.11
C 4.722 2.236 2.525 1.49 1.35 -0.03 -0.06
C 4.509 1.447 1.405 -0.25 -0.37 -0.44 -0.09
C 5.468 0.638 0.853 3.28 0.24 1.14 0.03
C 6.841 0.686 1.418 -3.18 1.34 0.78 -0.03
C 7.063 1.551 2.560 -2.09 -0.18 -1.58 -0.07
C 6.009 2.424 3.072 -0.18 -3.25 -0.75 0.04
C 8.379 1.570 3.173 0.53 2.26 2.83 -0.27
O 8.528 2.179 4.275 0.14 -1.59 -2.65 0.04
C 9.510 0.967 2.443 0.67 0.05 -0.30 -0.09
C 10.826 1.340 2.751 -1.58 0.46 0.23 0.00
C 11.872 0.714 2.144 0.99 0.94 0.29 -0.08
C 11.699 -0.185 1.127 -0.40 -0.16 -0.03 -0.05
C 10.402 -0.471 0.698 0.88 0.02 0.07 0.00
C 9.316 0.119 1.347 -0.75 -0.78 -0.55 -0.07
C 7.918 -0.083 0.755 0.90 0.46 0.11 -0.29
O 7.736 -0.686 -0.285 0.11 -0.03 0.62 0.11
H 3.895 2.870 2.809 0.00 -0.02 0.50 0.10
H 3.545 1.510 0.922 -0.21 -0.23 0.08 0.11
H 5.302 0.007 -0.008 -0.06 0.03 -0.02 0.11
H 6.147 2.902 4.030 0.21 0.44 -0.22 0.09
H 10.960 2.245 3.324 0.15 -0.34 0.66 0.12
H 12.855 1.066 2.419 0.25 -0.20 -0.08 0.11
H 12.615 -0.545 0.682 -0.30 -0.48 -0.38 0.11
H 10.310 -1.137 -0.146 -0.56 0.02 -0.05 0.12
```
Forces are in eV/Å.

The strongest force on any atom comes out at 4.57 eV Å⁻¹. The HOMO energy comes out at -0.30393 hartree. The total energy comes out at -4392.42604 Ha. Its charge is 0.